(1)
# C4H10N2O2

2 unconnected molecules or ions with the total composition C4H10N2O2 (the ωB97M-V functional and the def2-TZVPD basis, the OMol25 dataset).

relative energy (zero: lowest compared OMol25 entry of this formula, charge and spin): 557.2 kJ/mol
M: 118.136 g mol⁻¹
frontier orbital gap: 9.238 eV

XYZ file:
```
18
Properties=species:S:1:pos:R:3:forces:R:3
H 2.0997 0.6750 -1.1018 -1.07 -0.18 0.12
N 2.1927 -0.0115 -0.3590 2.11 0.29 -0.16
C 1.5897 0.1027 0.7168 -4.44 -0.22 1.56
C 1.6974 -0.7431 1.9405 -0.06 -0.64 -0.31
H 0.4570 0.4975 0.9672 2.94 1.17 -1.34
H 2.2557 -1.6550 1.7426 0.47 0.09 0.55
H 0.6626 -1.0005 2.1851 0.01 -0.39 -0.07
H 1.9585 -0.1437 2.8102 0.70 -0.09 -0.02
C -0.9793 -1.2195 -0.9490 1.17 -0.48 0.47
C -1.1315 -0.0068 -0.0797 -3.19 2.83 -2.12
O -1.8382 0.1453 0.8837 1.43 -0.51 -0.94
O -0.7211 1.2283 -0.8711 1.76 -1.51 1.61
N -1.6930 1.9280 -1.6322 -1.38 -1.04 0.02
H -0.7891 -0.9733 -1.9892 -0.49 0.43 0.01
H -0.0585 -1.7509 -0.6938 -0.18 -0.21 0.36
H -1.8450 -1.8646 -0.8071 0.13 0.01 0.01
H -1.3353 2.8763 -1.7325 -0.02 -0.21 0.52
H -2.5223 1.9157 -1.0305 0.12 0.67 -0.27
```
Forces are in eV/Å.

(2)
# C35H44F3GdN6O2

A molecular structure, C35H44F3GdN6O2 (the ωB97M-V functional and the def2-TZVPD basis, the OMol25 dataset).

<S²>: 15.849
spin multiplicity: 8
net charge: +2
relative energy (zero: lowest compared OMol25 entry of this formula, charge and spin): 715.4 kJ/mol
M: 795.021 g mol⁻¹
frontier orbital gap (alpha / beta): 2.765 / 4.015 eV

XYZ file:
```
91
Properties=species:S:1:pos:R:3:forces:R:3
Gd -0.0930 0.9438 0.6757 -0.01 0.66 0.48
C 3.2043 0.7658 1.9290 -0.06 0.04 -0.09
C 2.3794 -0.3657 2.5092 -0.01 0.04 -0.01
N 1.0331 0.0954 2.9086 0.15 -0.20 0.15
C 1.0349 0.9717 4.0827 0.01 0.03 -0.04
C 0.9874 2.4408 3.7322 0.00 0.06 -0.06
C 1.2852 3.3744 4.7116 0.01 0.02 0.03
C 1.2553 4.7196 4.3886 0.00 -0.01 -0.02
C 0.9744 5.0823 3.0826 0.01 0.01 0.03
C 0.6952 4.0920 2.1551 0.00 -0.01 0.00
C 0.4278 4.4750 0.7185 0.06 -0.04 -0.06
N 0.7081 3.3922 -0.2281 -0.21 -0.05 0.05
C 2.1152 3.2977 -0.6637 -0.03 -0.07 0.07
C 3.0098 2.6729 0.3925 -0.09 0.02 -0.05
N 2.5729 1.3002 0.7080 -0.11 -0.18 -0.06
N 0.6617 2.7905 2.4800 0.04 0.04 0.04
H 4.2228 0.4162 1.7414 0.03 0.01 0.02
H 3.2780 1.5805 2.6520 0.01 0.00 0.00
H 2.9121 -0.8080 3.3574 0.02 0.00 0.01
H 2.2456 -1.1477 1.7566 -0.01 -0.02 0.01
H 0.4963 -0.7361 3.1280 -0.02 0.04 -0.03
H 1.9155 0.7947 4.7099 0.00 -0.01 0.01
H 0.1697 0.7344 4.7051 -0.01 0.00 -0.01
H 1.5473 3.0464 5.7089 0.00 0.00 0.01
H 1.4766 5.4719 5.1337 0.00 0.00 0.00
H 0.9871 6.1201 2.7775 0.00 0.00 0.00
H 1.0114 5.3735 0.4896 -0.02 0.03 -0.01
H -0.6248 4.7533 0.6172 -0.01 -0.02 0.00
H 0.1600 3.5621 -1.0654 -0.03 -0.16 0.01
H 2.5098 4.2837 -0.9304 0.02 0.01 0.01
H 2.1245 2.6772 -1.5617 -0.02 0.02 0.00
H 2.9747 3.2573 1.3122 0.02 -0.02 0.02
H 4.0469 2.6919 0.0453 0.01 0.02 -0.02
H 2.8425 0.7100 -0.0782 -0.05 0.00 0.03
C -3.1987 0.2790 -1.2024 -0.02 0.05 0.05
C -3.8109 0.6961 0.1067 0.06 -0.03 -0.01
O -2.7882 1.0991 1.0474 0.13 -0.01 0.02
C -3.4096 1.4375 2.2976 0.02 -0.01 -0.04
C -2.3586 1.7708 3.3224 -0.03 0.00 -0.06
H -3.9903 -0.0371 -1.8816 -0.01 -0.01 0.00
H -2.5110 -0.5594 -1.0725 0.02 0.02 -0.02
H -2.6593 1.1024 -1.6679 0.02 -0.05 -0.02
H -4.3683 -0.1288 0.5593 -0.02 0.00 0.01
H -4.4973 1.5359 -0.0288 0.00 0.00 0.01
H -4.0119 0.5842 2.6226 -0.01 -0.01 0.00
H -4.0848 2.2821 2.1380 -0.02 0.00 0.01
H -1.6444 0.9458 3.4086 0.01 0.03 0.03
H -2.8200 1.9133 4.2990 -0.01 0.00 0.01
H -1.8308 2.6886 3.0657 0.03 -0.02 0.01
C -1.5132 -5.8931 0.5511 -0.04 0.00 -0.04
N -1.2991 -4.6176 1.2272 0.33 -0.40 -0.05
N -0.6223 -3.5849 0.6195 1.48 -1.03 -1.39
C -0.9188 -2.4230 1.2718 -0.18 1.47 0.08
O -0.3317 -1.3356 0.9703 -0.27 -0.67 0.16
C -1.8654 -2.7392 2.2654 -0.13 -0.20 -0.03
C -2.0827 -4.1001 2.1900 -0.22 0.38 0.32
C -3.0328 -4.9552 2.9481 0.06 0.01 0.01
C 0.5089 -3.7916 -0.2300 -3.06 0.21 2.61
C 1.4914 -4.7046 0.1302 3.02 -2.36 -0.27
C 2.5860 -4.8832 -0.7015 -1.62 -1.18 3.25
C 2.7048 -4.1382 -1.8674 1.53 0.06 -1.65
C 1.7232 -3.2165 -2.2055 -2.72 1.61 0.31
C 0.6129 -3.0433 -1.3933 1.57 1.90 -3.41
H -0.8092 -5.9847 -0.2693 0.04 -0.01 -0.01
H -2.5275 -5.9490 0.1567 0.00 0.01 -0.02
H -1.3460 -6.7090 1.2503 0.02 0.01 -0.01
H -2.3291 -2.0497 2.9495 0.01 0.00 -0.01
H -3.5094 -4.3760 3.7340 0.00 0.00 -0.01
H -2.5201 -5.8035 3.4020 0.01 -0.01 0.01
H -3.8109 -5.3500 2.2922 0.00 0.01 -0.02
H 1.4059 -5.2679 1.0512 0.03 0.02 -0.04
H 3.3474 -5.6032 -0.4343 0.01 0.06 0.08
H 3.5593 -4.2820 -2.5144 -0.02 0.00 0.00
H 1.8087 -2.6409 -3.1177 -0.07 0.00 0.02
H -0.1615 -2.3373 -1.6626 0.06 0.02 -0.02
F -0.5653 1.7509 -9.1057 0.00 -0.01 -0.02
C 0.0086 0.6430 -8.6093 -0.01 0.04 0.11
F 1.2336 0.5469 -9.1386 0.02 -0.01 -0.02
F -0.7088 -0.4043 -9.0490 -0.01 -0.02 -0.02
C 0.0405 0.6815 -7.1023 0.02 0.00 -0.06
C -1.1622 0.8177 -6.4194 0.02 -0.01 0.00
C -1.1659 0.8547 -5.0388 0.02 -0.01 -0.05
C 0.0352 0.7565 -4.3304 -0.07 -0.02 0.08
C 1.2347 0.6194 -5.0264 -0.01 -0.01 -0.05
C 1.2369 0.5825 -6.4116 -0.01 -0.01 -0.02
C 0.0243 0.7925 -2.8941 0.11 -0.01 -0.34
C 0.0119 0.8236 -1.6769 0.22 -0.12 -0.05
H -2.0897 0.8934 -6.9714 0.00 0.01 0.00
H -2.0979 0.9610 -4.5000 0.01 0.00 0.01
H 2.1660 0.5429 -4.4811 0.00 0.01 0.02
H 2.1653 0.4774 -6.9545 0.01 0.01 0.00
```
Forces are in eV/Å.

- Look up the relative energy (zero: lowest compared OMol25 entry of this formula, charge and spin) of the first one.
  557.2 kJ/mol

- Which formula does entry 2 have?
  C35H44F3GdN6O2

- The highest relative energy (zero: lowest compared OMol25 entry of this formula, charge and spin) belongs to which entry?
  C35H44F3GdN6O2